1.
{"formula": "C22H36N3O10S", "method": "ωB97M-V with the def2-TZVPD basis set", "symbols": ["O", "C", "C", "N", "C", "C", "S", "C", "N", "N", "C", "O", "H", "H", "H", "H", "H", "H", "H", "H", "H", "H", "H", "H", "O", "C", "O", "C", "C", "C", "H", "H", "H", "H", "H", "H", "O", "C", "O", "C", "C", "C", "H", "H", "H", "H", "H", "H", "O", "C", "O", "C", "C", "C", "H", "H", "H", "H", "H", "H", "O", "C", "O", "C", "C", "C", "H", "H", "H", "H", "H", "H"], "coordinates": [[0.85, -4.96, 1.53], [0.07, -4.14, 0.56], [0.75, -2.65, 0.58], [-0.14, -1.52, 0.11], [-1.35, -1.26, 0.98], [-2.65, -1.15, -0.07], [-4.18, -1.01, 1.06], [-5.02, -2.68, 0.85], [-4.40, -3.80, 1.66], [-5.17, -4.89, 1.30], [-6.24, -4.53, 0.29], [-6.14, -3.09, 0.00], [0.69, -5.94, 1.37], [0.14, -4.63, -0.51], [-1.04, -4.19, 0.92], [1.14, -2.39, 1.66], [1.68, -2.69, -0.15], [-0.46, -1.67, -0.88], [0.42, -0.61, 0.09], [-1.59, -2.16, 1.69], [-1.29, -0.28, 1.62], [-2.56, -0.24, -0.80], [-2.65, -2.13, -0.71], [-7.04, -5.19, -0.26], [2.13, -1.76, -2.57], [3.19, -1.26, -2.22], [3.69, -1.33, -0.95], [4.88, -0.54, -0.87], [5.38, -0.44, -2.29], [4.10, -0.46, -3.09], [4.63, 0.43, -0.45], [5.61, -1.04, -0.22], [6.00, 0.44, -2.47], [5.98, -1.33, -2.54], [3.69, 0.55, -3.21], [4.24, -0.94, -4.06], [-3.58, 2.80, 1.01], [-3.56, 3.04, 2.20], [-3.35, 4.27, 2.74], [-3.29, 4.17, 4.16], [-4.02, 2.89, 4.49], [-3.73, 2.02, 3.29], [-2.24, 4.14, 4.46], [-3.76, 5.04, 4.61], [-3.70, 2.45, 5.44], [-5.10, 3.09, 4.55], [-2.79, 1.47, 3.41], [-4.56, 1.35, 3.08], [-8.73, 6.70, -0.75], [-7.60, 6.27, -0.64], [-6.77, 6.54, 0.41], [-5.49, 5.96, 0.15], [-5.73, 4.87, -0.85], [-6.89, 5.41, -1.65], [-4.82, 6.75, -0.23], [-5.06, 5.57, 1.09], [-4.85, 4.64, -1.46], [-6.04, 3.95, -0.34], [-6.56, 6.04, -2.48], [-7.54, 4.61, -2.01], [9.20, -1.35, -4.29], [9.17, -1.76, -3.15], [8.12, -1.60, -2.30], [8.47, -2.11, -1.01], [9.59, -3.09, -1.26], [10.29, -2.48, -2.45], [8.78, -1.28, -0.37], [7.60, -2.60, -0.56], [10.24, -3.23, -0.40], [9.18, -4.07, -1.54], [11.05, -1.76, -2.15], [10.73, -3.25, -3.10]], "lumo_energy_ev": -3.117, "charge": 1, "e_homo_ev": -11.28}

***

2.
{"formula": "C6H13NO", "method": "ωB97M-V with the def2-TZVPD basis set", "symbols": ["C", "C", "C", "C", "C", "C", "N", "H", "H", "H", "H", "H", "H", "H", "H", "H", "H", "H", "H", "H", "O"], "coordinates": [[-0.10, 0.41, -1.80], [-1.19, -0.53, -1.05], [-0.50, -1.07, 0.13], [0.08, -2.27, 0.29], [0.20, 0.15, 2.23], [-0.73, -0.30, 1.36], [1.38, 0.23, -1.65], [-0.49, 0.40, -2.88], [-0.32, 1.38, -1.44], [-1.66, -1.14, -1.76], [-2.01, 0.17, -0.68], [0.02, -3.05, -0.48], [0.70, -2.74, 1.15], [-0.02, 0.40, 3.20], [1.25, 0.01, 2.04], [-1.72, -0.28, 1.73], [1.63, -0.54, -2.10], [1.73, 0.11, -0.74], [0.92, 3.12, 0.19], [0.56, 2.45, 1.43], [0.28, 3.10, 0.81]], "lumo_energy_ev": [4.145, 4.032], "s_squared": 0.7569, "multiplicity": 2, "charge": -1, "e_homo_ev": [0.81, -3.96]}

***

3.
{"formula": "C6H9NO2", "method": "ωB97M-V with the def2-TZVPD basis set", "symbols": ["C", "C", "O", "C", "N", "H", "H", "H", "C", "C", "C", "O", "H", "H", "H", "H", "H", "H"], "coordinates": [[-3.63, -0.04, -0.14], [-2.15, -0.24, -0.08], [-1.59, -1.27, -0.37], [-1.34, 0.93, 0.37], [-0.72, 1.84, 0.71], [-3.98, -0.23, -1.17], [-4.12, -0.77, 0.51], [-3.93, 0.98, 0.17], [2.46, 0.80, -0.88], [1.55, -0.17, -0.17], [2.15, -1.00, 0.95], [0.39, -0.32, -0.49], [2.86, 1.53, -0.16], [1.91, 1.33, -1.67], [3.32, 0.28, -1.31], [2.03, -2.07, 0.72], [1.59, -0.81, 1.88], [3.21, -0.77, 1.13]], "lumo_energy_ev": 0.182, "smiles": "CC(=O)C#N.CC(C)=O", "e_homo_ev": -9.27}

***

4.
{"formula": "C27H50BCl4N4O31", "method": "ωB97M-V with the def2-TZVPD basis set", "symbols": ["O", "C", "O", "B", "O", "C", "O", "O", "C", "O", "C", "O", "O", "Cl", "C", "C", "Cl", "H", "H", "H", "H", "Cl", "C", "C", "Cl", "H", "H", "H", "H", "C", "N", "O", "O", "H", "H", "H", "C", "N", "O", "O", "H", "H", "H", "C", "N", "O", "O", "H", "H", "H", "C", "N", "O", "O", "H", "H", "H", "C", "O", "C", "O", "O", "C", "H", "H", "H", "H", "H", "H", "C", "O", "C", "O", "O", "C", "H", "H", "H", "H", "H", "H", "C", "O", "C", "O", "O", "C", "H", "H", "H", "H", "H", "H", "C", "O", "C", "O", "O", "C", "H", "H", "H", "H", "H", "H", "C", "O", "C", "O", "O", "C", "H", "H", "H", "H", "H", "H"], "coordinates": [[-2.48, 0.88, 3.49], [-1.53, 0.98, 2.79], [-1.34, 0.37, 1.64], [-0.02, 0.69, 1.07], [0.53, 1.68, 2.01], [-0.31, 1.92, 3.00], [-0.14, 2.68, 3.88], [-0.22, 1.19, -0.31], [0.32, 0.30, -1.12], [0.22, 0.26, -2.32], [1.09, -0.74, -0.30], [0.91, -0.45, 0.98], [1.76, -1.61, -0.74], [5.62, -1.38, -2.16], [4.92, -2.97, -2.44], [4.65, -3.74, -1.16], [6.12, -3.90, -0.16], [5.61, -3.57, -3.04], [3.98, -2.89, -2.98], [4.34, -4.74, -1.43], [3.91, -3.17, -0.60], [3.08, 2.17, -1.05], [2.23, 3.71, -0.83], [2.80, 4.82, -1.67], [4.45, 5.27, -1.18], [2.08, 3.95, 0.22], [1.19, 3.53, -1.12], [2.11, 5.67, -1.59], [2.80, 4.54, -2.72], [2.64, 0.76, -4.01], [2.41, 0.10, -5.31], [1.93, 0.76, -6.20], [2.69, -1.09, -5.42], [2.42, 0.06, -3.22], [2.00, 1.63, -3.96], [3.66, 1.13, -3.94], [1.01, -3.09, -3.67], [1.19, -4.37, -2.96], [1.98, -4.40, -2.05], [0.57, -5.34, -3.34], [0.09, -3.13, -4.25], [1.91, -2.88, -4.23], [0.87, -2.29, -2.95], [-2.91, 3.24, 5.37], [-3.62, 3.84, 6.52], [-4.63, 4.46, 6.29], [-3.15, 3.67, 7.63], [-1.93, 2.86, 5.60], [-2.87, 3.97, 4.56], [-3.60, 2.49, 4.98], [-5.31, -0.53, 4.37], [-5.06, -0.41, 5.82], [-4.75, 0.67, 6.27], [-5.20, -1.43, 6.48], [-6.36, -0.81, 4.28], [-4.67, -1.25, 3.88], [-5.27, 0.45, 3.89], [-2.00, 2.82, -3.42], [-1.11, 2.80, -4.54], [-0.11, 3.66, -4.51], [0.12, 4.40, -3.60], [0.57, 3.59, -5.64], [1.76, 4.35, -5.74], [-2.97, 2.47, -3.74], [-2.04, 3.79, -2.94], [-1.60, 2.11, -2.69], [2.16, 4.26, -6.74], [2.48, 3.95, -5.02], [1.59, 5.38, -5.43], [4.63, -0.34, 1.28], [4.16, 0.81, 1.92], [3.78, 0.69, 3.20], [3.63, -0.28, 3.85], [3.45, 1.88, 3.70], [3.70, 3.05, 2.98], [4.83, -0.13, 0.23], [3.95, -1.19, 1.34], [5.63, -0.64, 1.61], [4.70, 3.48, 3.10], [3.01, 3.81, 3.34], [3.56, 2.95, 1.90], [-2.71, -2.43, 0.71], [-3.33, -3.18, -0.33], [-2.54, -3.79, -1.18], [-1.35, -3.87, -1.09], [-3.27, -4.14, -2.24], [-2.63, -4.55, -3.42], [-1.97, -2.98, 1.29], [-3.44, -1.93, 1.33], [-2.13, -1.61, 0.27], [-1.72, -5.13, -3.26], [-2.40, -3.68, -4.03], [-3.29, -5.20, -3.99], [-3.48, -0.35, -3.00], [-3.45, 0.01, -1.63], [-4.05, 1.12, -1.25], [-4.68, 1.87, -1.95], [-3.90, 1.21, 0.07], [-4.35, 2.37, 0.75], [-4.53, -0.36, -3.31], [-3.17, -1.38, -3.16], [-2.89, 0.33, -3.62], [-4.29, 2.05, 1.79], [-5.32, 2.66, 0.37], [-3.64, 3.19, 0.69], [1.40, -4.43, 2.16], [1.95, -3.44, 3.03], [1.20, -2.93, 3.99], [1.55, -2.07, 4.73], [0.06, -3.61, 4.17], [-0.83, -3.05, 5.15], [0.41, -4.15, 1.82], [1.25, -5.41, 2.64], [2.07, -4.53, 1.32], [-1.74, -3.63, 5.12], [-1.00, -2.01, 4.89], [-0.40, -3.13, 6.15]], "lumo_energy_ev": 1.825, "charge": -1, "e_homo_ev": -8.18}

***

5.
{"formula": "C25H38N7O2P2SbScSe5", "method": "ωB97M-V with the def2-TZVPD basis set", "symbols": ["Sc", "N", "N", "C", "N", "N", "N", "O", "O", "H", "H", "H", "H", "H", "C", "P", "C", "N", "C", "C", "C", "C", "C", "C", "N", "C", "P", "C", "C", "C", "C", "C", "C", "C", "C", "C", "H", "H", "H", "H", "H", "H", "H", "H", "H", "H", "H", "H", "H", "H", "H", "H", "H", "H", "H", "H", "H", "H", "H", "H", "H", "H", "H", "H", "Se", "C", "C", "C", "C", "C", "C", "H", "H", "H", "H", "H", "Se", "Sb", "Se", "Se", "Se"], "coordinates": [[-0.93, 0.18, 1.28], [-2.23, -0.38, 3.50], [-3.44, 0.35, 3.54], [-3.82, 0.90, 2.38], [-4.68, 1.89, 2.35], [-3.27, 0.29, 1.29], [-3.29, 0.92, 0.12], [-4.14, 1.66, -0.30], [-2.26, 0.64, -0.56], [-2.36, -1.24, 4.02], [-1.55, 0.18, 4.03], [-3.51, 0.95, 4.39], [-4.64, 2.60, 3.11], [-4.88, 2.29, 1.45], [2.61, -0.11, -0.43], [0.99, 0.70, -0.67], [0.38, -0.15, -2.21], [0.66, 0.38, -3.36], [0.18, -0.20, -4.49], [0.47, 0.37, -5.75], [-0.02, -0.22, -6.88], [-0.81, -1.39, -6.81], [-1.10, -1.95, -5.60], [-0.61, -1.36, -4.41], [-0.91, -1.91, -3.21], [-0.44, -1.34, -2.13], [-0.98, -2.07, -0.51], [-2.71, -2.50, -0.93], [-0.15, -3.75, -0.45], [-0.57, -4.37, 0.89], [1.37, -3.56, -0.45], [-0.55, -4.67, -1.59], [1.44, 2.45, -1.12], [0.14, 3.17, -1.50], [2.49, 2.60, -2.21], [2.01, 3.07, 0.17], [3.16, -0.17, -1.37], [2.46, -1.10, -0.01], [3.17, 0.47, 0.30], [1.07, 1.27, -5.78], [0.19, 0.22, -7.85], [-1.19, -1.83, -7.72], [-1.71, -2.84, -5.51], [-2.77, -3.04, -1.87], [-3.28, -1.57, -1.01], [-3.13, -3.09, -0.12], [-0.27, -3.76, 1.74], [-0.08, -5.35, 1.00], [-1.65, -4.54, 0.94], [1.69, -3.00, 0.43], [1.72, -3.06, -1.36], [1.85, -4.55, -0.41], [-1.62, -4.90, -1.58], [-0.01, -5.62, -1.48], [-0.30, -4.25, -2.57], [-0.30, 2.76, -2.41], [0.36, 4.23, -1.68], [-0.59, 3.12, -0.69], [2.14, 2.25, -3.18], [3.41, 2.07, -1.96], [2.74, 3.66, -2.29], [1.35, 2.95, 1.03], [2.15, 4.14, 0.00], [2.99, 2.65, 0.42], [0.87, -1.24, 2.62], [2.10, 0.01, 3.40], [1.69, 0.98, 4.31], [2.60, 1.89, 4.83], [3.94, 1.83, 4.45], [4.36, 0.84, 3.57], [3.45, -0.06, 3.04], [0.65, 1.05, 4.61], [2.25, 2.66, 5.50], [4.65, 2.54, 4.85], [5.41, 0.78, 3.28], [3.78, -0.83, 2.35], [-3.84, 4.70, 3.76], [-1.70, 3.78, 4.43], [-0.89, 2.38, 2.27], [0.17, 5.23, 4.76], [-1.94, 1.92, 6.01]], "lumo_energy_ev": 0.765, "charge": -1, "e_homo_ev": -4.33}

***

6.
{"formula": "CH2N2O2S", "method": "ωB97M-V with the def2-TZVPD basis set", "symbols": ["C", "N", "N", "O", "O", "S", "H", "H"], "coordinates": [[-0.03, 0.06, -1.73], [0.14, -0.06, 0.65], [0.69, -0.19, -0.52], [-0.41, -0.08, 3.02], [-1.09, 0.60, -1.86], [0.71, -0.39, 2.15], [0.79, -0.02, -2.51], [-0.81, 0.08, 0.80]], "lumo_energy_ev": [0.873, -2.471], "s_squared": 2.0130, "multiplicity": 3, "e_homo_ev": [-8.21, -10.67]}

***

7.
{"formula": "C10H15OS", "method": "ωB97M-V with the def2-TZVPD basis set", "symbols": ["C", "C", "C", "S", "O", "C", "C", "C", "C", "C", "C", "C", "H", "H", "H", "H", "H", "H", "H", "H", "H", "H", "H", "H", "H", "H", "H"], "coordinates": [[3.12, 1.08, 0.84], [1.96, 0.80, -0.25], [1.90, -0.72, -0.78], [2.82, -1.97, 0.25], [0.74, 1.28, 0.33], [-0.28, 1.56, -0.67], [-1.53, 0.60, -0.31], [-2.36, 0.94, 0.97], [-3.51, -0.03, 1.32], [-3.80, -1.27, 0.40], [-2.98, -1.55, -0.88], [-1.82, -0.60, -1.25], [2.75, 0.57, 1.81], [4.13, 0.67, 0.51], [3.12, 2.20, 1.03], [2.19, 1.45, -1.18], [2.34, -0.80, -1.84], [0.82, -1.11, -0.87], [4.07, -1.52, 0.65], [2.06, -2.46, 1.31], [0.07, 1.44, -1.75], [-0.60, 2.66, -0.49], [-2.13, 1.83, 1.64], [-4.15, 0.12, 2.25], [-4.62, -2.00, 0.67], [-3.15, -2.45, -1.57], [-1.15, -0.72, -2.16]], "lumo_energy_ev": -4.225, "charge": 1, "e_homo_ev": -11.47}

***

8.
{"formula": "C10H15N3PS", "method": "ωB97M-V with the def2-TZVPD basis set", "symbols": ["C", "C", "P", "S", "N", "C", "C", "C", "C", "C", "C", "C", "N", "N", "C", "H", "H", "H", "H", "H", "H", "H", "H", "H", "H", "H", "H", "H", "H", "H"], "coordinates": [[-3.67, 0.38, 1.65], [-2.15, 0.08, 1.61], [-1.85, -0.90, 0.07], [-3.06, -2.06, -0.78], [0.03, -1.37, 0.55], [0.79, -0.48, -0.09], [2.27, -0.45, 0.05], [2.85, -1.74, 0.10], [4.17, -1.89, 0.07], [5.00, -0.77, -0.02], [4.47, 0.50, -0.09], [3.07, 0.63, -0.03], [0.13, 0.43, -0.81], [-1.17, 0.11, -1.14], [-1.54, 0.39, -2.49], [-4.11, 0.57, 0.66], [-4.27, -0.47, 2.10], [-3.93, 1.27, 2.18], [-1.79, -0.47, 2.42], [-1.42, 0.96, 1.59], [0.44, -2.21, 0.77], [2.12, -2.52, 0.02], [4.63, -2.86, 0.00], [6.08, -0.88, -0.10], [5.11, 1.34, 0.09], [2.54, 1.56, -0.14], [0.58, 1.27, -1.40], [-2.42, -0.10, -2.78], [-1.60, 1.42, -2.45], [-0.88, -0.04, -3.27]], "lumo_energy_ev": -3.409, "smiles": "CC[P@]1(=S)NC(c2ccccc2)=[NH+]N1C", "charge": 1, "e_homo_ev": -12.61}

***

9.
{"formula": "C2H3N3O", "method": "ωB97M-V with the def2-TZVPD basis set", "symbols": ["C", "N", "C", "N", "N", "O", "H", "H", "H"], "coordinates": [[0.43, -0.99, -1.28], [0.54, 0.30, -0.59], [-0.13, 0.44, 0.40], [-0.91, 0.42, 1.37], [-0.90, 1.40, 2.34], [-0.17, 2.32, 2.08], [0.69, -1.79, -0.58], [-0.62, -1.10, -1.58], [1.08, -1.00, -2.14]], "lumo_energy_ev": -0.118, "smiles": "CN=C=NN=O", "e_homo_ev": -10.02}

***

10.
{"formula": "C36H32IrN12OS", "method": "ωB97M-V with the def2-TZVPD basis set", "symbols": ["Ir", "C", "N", "C", "C", "C", "C", "C", "N", "C", "C", "C", "C", "C", "C", "H", "H", "H", "H", "H", "H", "H", "H", "H", "H", "H", "N", "C", "N", "C", "N", "N", "C", "N", "C", "C", "C", "C", "C", "N", "H", "H", "H", "H", "H", "H", "H", "H", "O", "C", "C", "C", "C", "C", "C", "C", "N", "C", "C", "N", "H", "H", "H", "H", "H", "H", "H", "N", "C", "N", "C", "C", "C", "C", "C", "C", "S", "H", "H", "H", "H", "H", "H"], "coordinates": [[-0.14, -0.51, 0.41], [-2.92, 2.50, 0.88], [-1.98, 1.71, 0.09], [-1.61, 2.17, -1.03], [-0.77, 1.33, -1.91], [-0.70, 1.37, -3.36], [-0.08, 0.26, -3.77], [0.36, -0.50, -2.57], [-0.15, 0.28, -1.46], [-4.01, 1.64, 1.49], [-5.34, 1.96, 1.28], [-6.35, 1.21, 1.87], [-6.03, 0.13, 2.68], [-4.69, -0.19, 2.89], [-3.69, 0.56, 2.30], [-3.37, 3.28, 0.26], [-2.35, 2.99, 1.67], [-1.97, 3.12, -1.43], [-1.13, 2.15, -3.98], [0.15, -0.03, -4.79], [1.46, -0.56, -2.52], [-5.60, 2.81, 0.65], [-7.39, 1.47, 1.69], [-6.81, -0.45, 3.14], [-4.44, -1.03, 3.53], [-2.65, 0.31, 2.47], [3.17, 0.50, 2.14], [2.73, -0.81, 2.12], [3.52, -1.78, 2.89], [3.82, -2.95, 2.13], [4.82, -3.66, 2.62], [3.20, -3.29, 1.04], [2.33, -2.40, 0.50], [2.13, -1.17, 0.89], [1.52, -2.77, -0.66], [1.98, -3.66, -1.55], [1.28, -3.83, -2.81], [0.29, -3.00, -3.12], [-0.16, -1.92, -2.18], [0.31, -2.10, -0.80], [3.57, 0.86, 2.99], [2.62, 1.13, 1.59], [5.29, -3.37, 3.46], [5.13, -4.48, 2.12], [2.87, -4.22, -1.32], [1.61, -4.58, -3.52], [-0.20, -3.03, -4.08], [-1.25, -1.88, -2.15], [0.72, 1.28, 0.78], [0.28, 2.13, 1.73], [0.30, 3.50, 1.47], [-0.10, 4.40, 2.44], [-0.53, 3.96, 3.70], [-0.50, 2.61, 3.98], [-0.09, 1.69, 3.00], [0.04, 0.25, 3.21], [-0.13, -0.68, 2.41], [2.12, -1.63, 3.30], [1.80, -0.85, 4.48], [0.77, -0.08, 4.47], [0.64, 3.84, 0.49], [-0.09, 5.46, 2.22], [-0.86, 4.67, 4.44], [-0.84, 2.26, 4.95], [1.43, -2.40, 2.99], [2.45, -0.81, 5.35], [0.64, 0.54, 5.27], [-1.17, -3.24, 2.01], [-2.14, -2.72, 1.24], [-1.98, -1.71, 0.41], [-3.18, -1.47, -0.31], [-3.41, -0.59, -1.36], [-4.66, -0.51, -1.95], [-5.70, -1.33, -1.52], [-5.49, -2.26, -0.52], [-4.23, -2.32, 0.06], [-3.71, -3.44, 1.27], [-0.48, -2.57, 2.33], [-1.42, -3.97, 2.65], [-2.61, 0.03, -1.73], [-4.82, 0.19, -2.76], [-6.68, -1.25, -1.99], [-6.28, -2.92, -0.20]], "lumo_energy_ev": [-6.370, -6.734], "s_squared": 0.7551, "multiplicity": 2, "charge": 2, "e_homo_ev": [-12.49, -12.42]}

***

11.
{"formula": "C4H4N2", "method": "ωB97M-V with the def2-TZVPD basis set", "symbols": ["C", "C", "N", "N", "C", "C", "H", "H", "H", "H"], "coordinates": [[0.76, 0.71, 0.00], [2.07, 0.35, 0.17], [-0.39, -2.74, 0.19], [-0.87, -1.70, 0.14], [-1.39, -0.52, 0.09], [-0.57, 0.69, 0.05], [1.36, 1.72, 0.05], [2.61, 0.34, -0.79], [-2.47, -0.48, 0.06], [-1.12, 1.62, 0.04]], "lumo_energy_ev": 0.289, "e_homo_ev": -7.31}